{"formula": "C4H5GdO", "method": "ωB97M-V/def2-TZVPD", "multiplicity": 8, "charge": 2, "homo_lumo_gap_ev": [8.11, 7.40], "e_homo_ev": [-17.06, -17.62], "elements": ["H", "C", "C", "C", "C", "O", "Gd", "H", "H", "H", "H"], "xyz": [[0.1783, 0.0618, 2.0403], [-0.0382, 3.6820, -0.3723], [0.5697, 2.5885, 0.1138], [0.0128, 1.6932, 1.1240], [-0.0908, 0.3394, 0.9447], [0.5478, -0.3403, 0.0229], [-0.0496, -2.3507, -1.0252], [-1.0179, 3.9995, -0.0041], [1.5144, 2.2727, -0.3420], [0.4099, 4.2690, -1.1760], [-0.6288, 2.1236, 1.8982]], "forces_ev_per_a": [[-1.57, -1.25, -1.07], [-0.53, 0.68, 0.43], [0.91, -1.12, 0.46], [-1.99, 3.23, -2.82], [4.59, -1.28, 2.96], [-2.17, -1.24, -0.82], [0.61, 1.39, 0.69], [0.37, 0.04, -0.04], [-0.34, -0.02, 0.07], [-0.18, -0.31, 0.13], [0.31, -0.12, 0.03]], "mulliken_charge": [0.25, -0.58, -0.03, -0.30, 0.36, -0.52, 1.55, 0.27, 0.30, 0.29, 0.41]}

=====

{"formula": "C2HClO2", "method": "ωB97M-V/def2-TZVPD", "multiplicity": 1, "homo_lumo_gap_ev": 10.55, "e_homo_ev": -10.38, "elements": ["C", "C", "O", "O", "Cl", "H"], "xyz": [[-0.4359, 1.0129, -0.5596], [-1.4987, 0.1732, 0.2267], [-1.3825, -0.3059, 1.2773], [0.4838, 0.7697, -1.2882], [-2.9328, 0.4740, -0.6420], [-0.6269, 2.0281, -0.1798]], "forces_ev_per_a": [[0.91, 0.23, 0.97], [1.90, 0.92, -2.09], [0.01, -1.01, 1.62], [-1.04, -0.57, 0.37], [-1.81, -0.12, -0.54], [0.03, 0.55, -0.32]], "mulliken_charge": [0.11, 0.49, -0.35, -0.40, -0.13, 0.27]}

=====

{"formula": "C18H41O12P3", "method": "ωB97M-V/def2-TZVPD", "multiplicity": 1, "homo_lumo_gap_ev": 10.61, "e_homo_ev": -10.21, "elements": ["O", "P", "C", "C", "C", "O", "C", "C", "O", "C", "O", "H", "H", "H", "H", "H", "H", "H", "H", "H", "H", "H", "O", "P", "O", "C", "C", "O", "C", "C", "O", "C", "C", "H", "H", "H", "H", "H", "H", "H", "H", "H", "H", "H", "H", "H", "H", "H", "O", "P", "O", "C", "C", "O", "C", "C", "O", "C", "C", "H", "H", "H", "H", "H", "H", "H", "H", "H", "H", "H", "H", "H", "H", "H"], "xyz": [[-2.5973, 5.9552, 1.1163], [-2.2212, 5.4150, -0.2152], [-1.4001, 3.7461, -0.0616], [0.0709, 3.9118, -0.5386], [0.6761, 2.7162, -1.2861], [1.5945, 3.1963, -2.2828], [-1.5514, 3.2846, 1.4062], [-1.5434, 1.7857, 1.1167], [-2.5975, 1.7148, 0.1167], [-2.2682, 2.6962, -0.7745], [-2.6132, 2.6618, -1.9233], [-3.3276, 5.2475, -1.0688], [-1.2862, 6.2812, -0.8097], [0.6583, 4.0568, 0.3725], [0.2128, 4.8219, -1.1200], [1.2728, 2.1129, -0.5975], [-0.0480, 2.1281, -1.8365], [2.0736, 3.9326, -1.8966], [-2.5971, 3.4935, 1.6306], [-0.8436, 3.6555, 2.1367], [-1.6365, 1.0939, 1.9466], [-0.6559, 1.4851, 0.5520], [-3.2404, -3.6108, -3.2056], [-2.2261, -2.5766, -3.4184], [-2.6544, -1.5282, -4.5426], [-3.9236, -0.8605, -4.4398], [-3.9543, 0.1296, -3.2906], [-1.0120, -3.2820, -4.2285], [-0.8098, -4.6944, -4.1663], [-1.2097, -5.3399, -5.4750], [-1.3789, -1.7282, -2.4069], [-0.0670, -1.2054, -2.6563], [-0.0762, 0.0123, -3.5528], [-4.7212, -1.6001, -4.3414], [-4.0692, -0.3470, -5.3892], [-3.8535, -0.3799, -2.3294], [-4.8939, 0.6829, -3.2856], [-3.1342, 0.8368, -3.3658], [-1.3623, -5.1299, -3.3342], [0.2547, -4.8527, -3.9760], [-2.2360, -5.0780, -5.7318], [-1.1279, -6.4260, -5.4127], [-0.5693, -4.9870, -6.2847], [0.5997, -1.9771, -3.0347], [0.3129, -0.9318, -1.6698], [-0.2795, -0.2561, -4.5889], [0.9012, 0.4973, -3.5147], [-0.8373, 0.7250, -3.2361], [1.0858, -1.2621, 2.4027], [2.0418, -1.2072, 3.5121], [1.7626, 0.0437, 4.4711], [0.4487, 0.2327, 5.0145], [0.0896, -0.8122, 6.0520], [3.4428, -0.6915, 2.8855], [3.7366, -0.8755, 1.4988], [3.6274, 0.4445, 0.7726], [2.5920, -2.3251, 4.4657], [3.8866, -2.3285, 5.0942], [3.9776, -1.4005, 6.2828], [-0.2841, 0.2385, 4.2041], [0.4510, 1.2241, 5.4655], [0.0370, -1.8085, 5.6078], [-0.8787, -0.5859, 6.4981], [0.8416, -0.8469, 6.8401], [3.0727, -1.6157, 1.0529], [4.7545, -1.2662, 1.4374], [2.6450, 0.8866, 0.9459], [3.7701, 0.3115, -0.3011], [4.3717, 1.1530, 1.1387], [4.6728, -2.1324, 4.3692], [4.0271, -3.3570, 5.4263], [4.0197, -0.3564, 5.9744], [4.8863, -1.6242, 6.8424], [3.1186, -1.5239, 6.9412]], "forces_ev_per_a": [[-0.11, -0.07, -0.12], [-0.32, 0.24, 1.39], [-0.15, 1.22, -0.10], [-0.20, -0.87, 0.50], [1.05, 0.90, -0.41], [-0.28, -0.19, -0.05], [-0.37, -0.90, -1.01], [0.52, 0.22, -0.31], [0.33, -0.07, -0.26], [0.10, -0.59, -0.20], [0.06, 0.48, 0.49], [0.28, 0.01, -0.37], [-0.08, -0.30, -0.58], [-0.01, 0.14, -0.01], [-0.18, -0.16, -0.32], [-0.43, -0.36, 0.08], [-0.12, -0.11, 0.16], [0.22, 0.04, -0.03], [0.23, 0.30, 0.87], [0.01, 0.18, -0.06], [-0.73, 0.00, -0.07], [0.31, -0.07, 0.54], [-0.45, 0.78, 1.86], [1.82, -1.15, -3.66], [-0.23, 0.18, 0.38], [-0.32, 0.21, 0.07], [0.11, -0.23, -0.03], [-0.03, 0.37, 0.19], [0.07, -0.23, -0.07], [-0.02, 0.11, -0.14], [-1.02, -0.28, 1.20], [0.51, 0.44, 0.37], [-0.05, -0.12, -0.28], [0.10, -0.10, 0.02], [0.13, -0.04, -0.04], [-0.07, 0.01, 0.01], [0.00, -0.01, -0.02], [-0.05, 0.07, -0.06], [-0.10, 0.08, -0.01], [0.00, 0.06, 0.00], [-0.04, -0.05, 0.11], [0.02, 0.01, 0.02], [0.02, -0.02, 0.01], [-0.24, -0.17, -0.16], [-0.18, -0.01, 0.06], [-0.04, -0.02, 0.01], [0.00, 0.00, 0.04], [0.00, 0.00, 0.03], [-0.89, -1.63, 0.81], [2.64, 3.11, -1.13], [-0.26, -0.44, 0.21], [-0.29, 0.10, 0.15], [0.13, -0.14, -0.07], [-0.10, -0.22, 0.42], [0.07, 0.04, -0.20], [-0.01, 0.20, 0.00], [-1.26, -0.81, -0.31], [0.40, -0.47, 0.42], [-0.08, 0.31, -0.13], [0.07, -0.05, -0.06], [0.12, 0.01, -0.04], [-0.06, 0.02, -0.01], [0.00, 0.02, -0.02], [-0.03, 0.07, 0.04], [-0.10, 0.02, 0.09], [0.00, 0.02, 0.07], [-0.06, -0.10, -0.04], [0.01, -0.01, 0.01], [0.03, -0.04, -0.01], [-0.19, 0.20, -0.20], [-0.20, -0.03, -0.03], [-0.04, 0.00, -0.02], [-0.01, -0.05, -0.01], [0.04, -0.09, 0.03]], "mulliken_charge": [-0.65, 0.38, 1.86, -1.53, 1.03, -0.60, -0.99, 0.09, -0.38, -0.33, -0.56, 0.07, 0.07, 0.22, 0.60, -0.17, -0.47, 0.33, 0.44, 0.42, 0.20, -0.05, -0.80, 0.70, -0.24, -0.44, -0.80, -0.34, -0.34, -1.13, 0.00, -0.06, -0.85, 0.28, 0.34, 0.23, 0.50, 0.09, 0.38, 0.30, 0.28, 0.38, 0.29, 0.22, 0.35, 0.37, 0.46, -0.12, -0.71, 0.95, -0.28, -0.01, -1.02, -0.35, -0.41, -0.85, -0.34, -0.14, -0.97, 0.02, 0.36, 0.30, 0.43, 0.18, 0.38, 0.29, -0.03, 0.41, 0.36, 0.21, 0.35, 0.28, 0.41, 0.17]}

=====

{"formula": "CH2O3S", "method": "ωB97M-V/def2-TZVPD", "multiplicity": 1, "homo_lumo_gap_ev": [9.04, 9.04], "e_homo_ev": [-10.12, -10.12], "elements": ["C", "O", "O", "O", "S", "H", "H"], "xyz": [[-0.7157, -0.4071, -0.6455], [2.1300, 0.4632, 1.2071], [-0.3175, -0.5104, 0.7516], [0.1538, 0.8680, -0.6903], [0.8546, 0.9587, 1.0719], [-1.7109, -0.1026, -0.5011], [-0.3942, -1.2699, -1.1937]], "forces_ev_per_a": [[4.20, 4.27, 5.03], [3.88, -1.26, 0.31], [0.99, -0.84, 2.64], [0.44, 0.26, -0.94], [-8.11, -2.53, -5.01], [-1.49, 0.11, -1.32], [0.09, -0.02, -0.71]], "mulliken_charge": [0.10, -0.31, -0.48, -0.47, 0.73, 0.20, 0.23]}

=====

{"formula": "C9H6I2O3", "method": "ωB97M-V/def2-TZVPD", "multiplicity": 3, "homo_lumo_gap_ev": [6.33, 5.45], "e_homo_ev": [-6.59, -8.77], "elements": ["C", "C", "C", "C", "C", "C", "C", "C", "C", "O", "O", "O", "I", "I", "H", "H", "H", "H", "H", "H"], "xyz": [[1.4264, -0.0284, 0.3085], [2.4093, -0.9036, 0.7600], [0.5890, -2.0336, 1.0167], [0.2113, -0.7413, 0.5170], [-0.0537, 1.4695, -1.9626], [0.8919, 1.6271, -2.6915], [-1.2705, 1.5992, -1.2814], [-1.2000, -0.3053, 0.4455], [-2.2471, -1.0119, 1.1474], [-2.2016, 2.2440, -1.6801], [1.9293, -2.0846, 1.0081], [-1.6598, 0.7240, -0.2758], [0.8576, 3.7412, 0.6809], [2.5026, 1.9789, -3.9070], [1.7553, 0.9861, -0.0383], [3.4740, -0.6400, 0.6670], [0.1096, -2.9794, 1.3627], [-3.2358, -0.7533, 0.7190], [-2.1301, -0.8827, 2.2292], [-2.1577, -2.0059, 0.9745]], "forces_ev_per_a": [[2.19, -0.21, 0.87], [0.27, 3.50, -2.67], [-1.06, 1.03, -0.91], [-2.38, -0.94, 0.66], [1.59, 0.45, -0.54], [0.99, 0.17, -0.63], [-3.11, -1.95, 0.84], [3.37, -0.44, -0.63], [-1.30, 2.01, 0.49], [0.70, 1.07, -0.29], [0.70, -1.82, 1.72], [0.17, 1.30, -0.36], [-0.01, 0.07, -0.03], [-1.06, -0.33, 0.83], [-1.10, -1.23, 0.46], [-0.50, -1.05, 0.46], [0.22, 1.32, -0.57], [0.47, 0.23, 0.75], [-0.54, 0.19, 0.01], [0.39, -3.40, -0.45]], "mulliken_charge": [-0.09, -0.40, -0.83, 1.01, -0.28, 0.29, 0.13, 0.51, -1.45, -0.52, -0.29, -0.24, 0.06, 0.30, 0.04, 0.36, 0.32, 0.35, 0.28, 0.46]}

=====

{"formula": "C17H17BeBrN2O7Se", "method": "ωB97M-V/def2-TZVPD", "multiplicity": 1, "charge": -2, "homo_lumo_gap_ev": [5.13, 3.21], "e_homo_ev": [-0.77, 1.16], "elements": ["Be", "C", "O", "C", "C", "C", "Br", "C", "C", "C", "O", "C", "N", "C", "C", "C", "C", "C", "C", "N", "H", "H", "H", "H", "H", "H", "H", "H", "H", "H", "H", "O", "Se", "O", "O", "O", "C", "O", "C", "C", "H", "H", "H", "H", "H", "H"], "xyz": [[-1.6574, 0.9895, 0.7925], [-3.9157, -0.9774, 0.5409], [-2.7850, -0.4389, -0.1084], [-1.7915, -1.3191, -0.5378], [-2.0235, -2.6693, -0.8490], [-0.8899, -3.3631, -1.2954], [-1.1243, -5.2216, -1.7334], [0.3513, -2.8137, -1.4269], [0.5709, -1.4322, -1.0976], [-0.5689, -0.7002, -0.6388], [-0.5095, 0.6135, -0.2713], [1.8625, -0.8833, -1.1944], [2.9755, -1.5233, -1.6157], [3.9809, -0.6106, -1.5187], [5.3404, -0.7265, -1.8166], [6.1715, 0.3791, -1.6204], [5.6777, 1.5868, -1.1367], [4.3162, 1.7296, -0.8311], [3.4966, 0.6343, -1.0264], [2.1565, 0.4316, -0.8372], [-3.6219, -1.5124, 1.4482], [-4.4662, -1.6441, -0.1257], [-4.5458, -0.1289, 0.7996], [-2.9887, -3.1412, -0.7675], [1.1974, -3.3957, -1.7610], [-1.1107, 1.6104, -1.4652], [5.7365, -1.6625, -2.1924], [7.2289, 0.2957, -1.8497], [6.3488, 2.4262, -0.9962], [3.9204, 2.6667, -0.4574], [1.4587, 1.0536, -0.4596], [-2.2834, 4.6276, -0.8673], [-2.7341, 3.0897, -0.9657], [-4.2140, 2.8199, -1.5295], [-2.5097, 2.3158, 0.4984], [-1.6120, 2.2918, -2.0086], [-3.2058, 1.4844, 3.4714], [-2.2334, 0.4693, 3.5176], [-1.3424, 0.4569, 2.4337], [-0.2777, -0.5650, 2.7196], [-4.0315, 1.1885, 4.1241], [-3.5811, 1.6481, 2.4597], [-2.7930, 2.4343, 3.8324], [-0.1570, -0.7180, 3.7982], [0.6835, -0.2540, 2.3007], [-0.5006, -1.5421, 2.2646]], "forces_ev_per_a": [[0.18, -0.12, 0.17], [0.04, -0.03, 0.06], [-0.04, 0.14, -0.04], [0.06, 0.02, 0.05], [0.00, -0.03, -0.05], [0.00, 0.06, 0.02], [0.00, -0.02, -0.01], [-0.01, 0.02, -0.01], [0.00, -0.07, -0.01], [-0.04, 0.03, 0.09], [-0.07, 0.13, -0.20], [0.05, 0.02, 0.02], [-0.01, 0.02, 0.00], [0.02, -0.02, -0.01], [0.06, 0.04, 0.00], [-0.03, -0.01, 0.00], [-0.04, -0.01, 0.00], [0.04, 0.00, -0.01], [-0.04, -0.01, 0.01], [0.04, 0.02, 0.01], [0.00, -0.02, 0.00], [-0.01, 0.01, 0.00], [-0.01, 0.01, 0.01], [0.01, 0.00, 0.01], [-0.01, -0.02, -0.01], [0.01, -0.02, 0.07], [-0.02, -0.01, 0.00], [0.00, -0.01, 0.00], [0.00, 0.00, 0.00], [0.00, 0.00, 0.00], [-0.01, -0.02, -0.02], [-0.08, -0.12, 0.01], [0.01, -0.10, 0.06], [0.12, 0.04, 0.04], [0.01, 0.19, -0.20], [-0.04, 0.02, -0.01], [-0.01, 0.00, 0.02], [0.06, -0.03, -0.01], [-0.24, -0.15, -0.10], [-0.03, 0.09, 0.02], [0.02, -0.01, 0.02], [-0.01, -0.02, 0.01], [0.00, 0.02, -0.05], [0.03, 0.02, 0.01], [-0.02, -0.02, -0.03], [-0.02, -0.02, 0.04]], "mulliken_charge": [-0.29, -1.08, -0.11, 0.96, -1.21, 0.09, -0.33, -1.20, 0.37, 1.36, -1.43, 0.21, -0.91, 0.41, -0.76, -0.34, -0.50, -0.77, 0.35, 0.27, 0.37, 0.36, 0.30, 0.32, 0.50, 0.67, 0.38, 0.33, 0.34, 0.41, 0.00, -0.70, 1.15, -0.70, -0.30, -0.61, -0.45, -0.44, 0.43, -0.73, 0.28, 0.08, 0.23, 0.37, 0.15, 0.15]}